*A*
{
  "formula": "C21H28N2O3",
  "method": "ωB97M-V with the def2-TZVPD basis set",
  "e_homo_ev": -8.58,
  "e_lumo_ha": 0.029,
  "smiles": "C=CCOc1cccc(C(=O)N2CCC(CCC(=O)NC3CC3)CC2)c1",
  "orbital_gap_ha": 0.344,
  "symbols": ["C", "C", "C", "O", "C", "C", "C", "C", "C", "C", "O", "N", "C", "C", "C", "C", "C", "C", "O", "N", "C", "C", "C", "C", "C", "C", "H", "H", "H", "H", "H", "H", "H", "H", "H", "H", "H", "H", "H", "H", "H", "H", "H", "H", "H", "H", "H", "H", "H", "H", "H", "H", "H", "H"],
  "xyz": [[-6.78, -1.69, 1.53], [-6.87, -2.14, 0.29], [-5.71, -2.26, -0.67], [-4.50, -1.71, -0.21], [-4.36, -0.36, -0.13], [-5.33, 0.57, -0.48], [-5.06, 1.92, -0.37], [-3.84, 2.37, 0.10], [-2.86, 1.44, 0.44], [-1.55, 1.91, 1.02], [-1.47, 2.25, 2.19], [-0.50, 1.93, 0.17], [-0.52, 1.49, -1.20], [0.35, 0.24, -1.37], [1.78, 0.53, -0.90], [2.67, -0.71, -1.04], [4.12, -0.38, -1.44], [4.77, 0.61, -0.50], [4.79, 1.81, -0.71], [5.32, 0.10, 0.63], [5.46, -1.27, 0.99], [6.60, -2.07, 0.41], [6.62, -1.66, 1.85], [1.73, 1.03, 0.55], [0.82, 2.25, 0.66], [-3.12, 0.09, 0.33], [-5.85, -1.35, 1.95], [-7.64, -1.63, 2.17], [-7.81, -2.47, -0.12], [-5.49, -3.32, -0.83], [-5.99, -1.82, -1.64], [-6.30, 0.25, -0.83], [-5.82, 2.64, -0.63], [-3.63, 3.42, 0.19], [-1.55, 1.29, -1.51], [-0.12, 2.30, -1.83], [0.35, -0.06, -2.42], [-0.07, -0.57, -0.78], [2.20, 1.33, -1.52], [2.26, -1.37, -1.81], [2.66, -1.27, -0.10], [4.71, -1.30, -1.48], [4.11, 0.08, -2.43], [5.77, 0.79, 1.23], [4.52, -1.78, 1.16], [6.42, -3.11, 0.17], [7.27, -1.57, -0.27], [6.47, -2.41, 2.61], [7.32, -0.89, 2.14], [2.73, 1.30, 0.89], [1.35, 0.24, 1.20], [0.72, 2.57, 1.70], [1.23, 3.08, 0.07], [-2.38, -0.65, 0.61]]
}

***

*B*
{
  "formula": "C21H28N2O3",
  "method": "ωB97M-V with the def2-TZVPD basis set",
  "e_homo_ev": -8.59,
  "e_lumo_ha": 0.019,
  "smiles": "CC1(C)CCC(=O)N2CC[C@H]3C[C@H](OC(=O)Nc4ccccc4)C[C@@H]1[C@H]32",
  "orbital_gap_ha": 0.335,
  "symbols": ["C", "C", "C", "C", "C", "C", "O", "N", "C", "C", "C", "C", "C", "O", "C", "O", "N", "C", "C", "C", "C", "C", "C", "C", "C", "C", "H", "H", "H", "H", "H", "H", "H", "H", "H", "H", "H", "H", "H", "H", "H", "H", "H", "H", "H", "H", "H", "H", "H", "H", "H", "H", "H", "H"],
  "xyz": [[1.48, 3.40, -0.72], [0.70, 2.55, 0.29], [-0.77, 2.63, -0.13], [0.82, 3.14, 1.70], [2.24, 3.32, 2.23], [2.80, 2.07, 2.87], [3.19, 2.07, 4.02], [2.83, 0.94, 2.12], [3.49, -0.21, 2.71], [3.13, -1.36, 1.79], [2.98, -0.70, 0.42], [1.95, -1.44, -0.44], [0.53, -1.32, 0.11], [-0.35, -1.43, -1.02], [-1.58, -1.93, -0.78], [-1.98, -2.27, 0.30], [-2.26, -1.97, -1.96], [-3.56, -2.44, -2.21], [-4.39, -2.93, -1.21], [-5.65, -3.38, -1.53], [-6.11, -3.35, -2.84], [-5.28, -2.87, -3.84], [-4.01, -2.41, -3.53], [0.29, 0.02, 0.82], [1.19, 1.08, 0.19], [2.62, 0.79, 0.69], [1.25, 4.45, -0.58], [1.20, 3.12, -1.74], [2.56, 3.28, -0.64], [-0.96, 2.04, -1.03], [-1.43, 2.27, 0.66], [-1.04, 3.66, -0.34], [0.26, 2.51, 2.40], [0.33, 4.11, 1.69], [2.91, 3.65, 1.43], [2.24, 4.09, 3.00], [4.57, -0.04, 2.75], [3.14, -0.34, 3.74], [2.19, -1.81, 2.10], [3.90, -2.13, 1.79], [3.94, -0.74, -0.10], [2.24, -2.49, -0.50], [1.96, -1.05, -1.45], [0.28, -2.14, 0.79], [-1.74, -1.64, -2.76], [-4.03, -2.95, -0.19], [-6.29, -3.76, -0.75], [-7.09, -3.71, -3.08], [-5.62, -2.84, -4.86], [-3.37, -2.03, -4.31], [-0.76, 0.26, 0.73], [0.52, -0.07, 1.89], [1.21, 0.88, -0.89], [3.33, 1.44, 0.16]]
}

***

Of them, *A* has the lowest stability.

***

*A*
{
  "formula": "C4H6NO2",
  "method": "ωB97M-V with the def2-TZVPD basis set",
  "e_homo_ev": [-13.41, -16.77],
  "spin_multiplicity": 3,
  "e_lumo_ha": [-0.159, -0.369],
  "charge": 1,
  "s2": 2.005,
  "orbital_gap_ha": [0.334, 0.247],
  "symbols": ["C", "C", "C", "C", "N", "O", "O", "H", "H", "H", "H", "H", "H"],
  "xyz": [[0.07, 0.03, 1.27], [1.00, -0.73, 1.86], [0.58, 0.44, -0.06], [-0.26, -0.03, -1.25], [2.10, -0.84, 1.02], [3.10, -1.42, 1.19], [1.87, -0.15, -0.10], [-0.90, 0.30, 1.64], [1.01, -1.23, 2.82], [0.70, 1.53, -0.13], [-0.40, -1.11, -1.22], [0.24, 0.24, -2.18], [-1.23, 0.46, -1.22]]
}

***

*B*
{
  "formula": "C4H6NO2",
  "method": "ωB97M-V with the def2-TZVPD basis set",
  "e_homo_ev": [-12.55, -14.99],
  "spin_multiplicity": 3,
  "e_lumo_ha": [-0.223, -0.288],
  "charge": 1,
  "s2": 2.015,
  "orbital_gap_ha": [0.238, 0.263],
  "symbols": ["C", "C", "C", "C", "N", "O", "O", "H", "H", "H", "H", "H", "H"],
  "xyz": [[-2.67, 0.31, 0.47], [-1.70, -0.43, 0.74], [0.41, 1.24, 0.33], [2.17, -0.09, -0.52], [1.30, 0.36, 0.57], [-0.28, 2.15, 0.15], [1.41, -0.13, 1.73], [-3.71, 0.04, 0.64], [-2.61, 1.31, 0.03], [-1.04, -1.18, 1.12], [2.49, -1.10, -0.27], [3.05, 0.55, -0.57], [1.65, -0.07, -1.48]]
}

***

Of them, *B* has the lowest stability.

***

*A*
{
  "formula": "C3H4N2S2",
  "method": "ωB97M-V with the def2-TZVPD basis set",
  "e_homo_ev": -7.88,
  "e_lumo_ha": 0.009,
  "smiles": "S=c1[nH]ccn1S",
  "orbital_gap_ha": 0.299,
  "symbols": ["S", "C", "N", "C", "C", "N", "S", "H", "H", "H", "H"],
  "xyz": [[1.56, -0.94, -1.81], [0.48, -0.21, -0.76], [-0.73, 0.44, -1.11], [-1.40, 0.81, 0.08], [-0.53, 0.33, 1.10], [0.51, -0.36, 0.55], [2.01, -0.66, 1.35], [-1.19, 0.43, -2.06], [-2.14, 1.79, 0.16], [-0.61, 0.35, 2.14], [2.06, -1.98, 0.36]]
}

***

*B*
{
  "formula": "C3H4N2S2",
  "method": "ωB97M-V with the def2-TZVPD basis set",
  "e_homo_ev": -8.22,
  "e_lumo_ha": 0.015,
  "smiles": "S=c1[nH]ccn1S",
  "orbital_gap_ha": 0.318,
  "symbols": ["S", "C", "N", "C", "C", "N", "S", "H", "H", "H", "H"],
  "xyz": [[1.38, 1.14, -1.74], [0.30, 0.46, -0.77], [-0.61, -0.49, -1.02], [-1.12, -1.11, 0.09], [-0.70, -0.25, 1.09], [0.15, 0.70, 0.52], [1.46, 1.64, 1.36], [-0.67, -1.04, -1.85], [-1.46, -2.19, 0.18], [-0.86, -0.27, 2.20], [2.12, 1.41, -0.06]]
}

***

*C*
{
  "formula": "C3H4N2S2",
  "method": "ωB97M-V with the def2-TZVPD basis set",
  "e_homo_ev": -9.50,
  "e_lumo_ha": 0.007,
  "smiles": "[H]/N=C1\\SCS\\C1=N/[H]",
  "orbital_gap_ha": 0.356,
  "symbols": ["H", "N", "C", "S", "C", "S", "C", "N", "H", "H", "H"],
  "xyz": [[-2.70, 0.86, 0.40], [-2.15, 0.59, -0.43], [-1.04, 0.25, -0.02], [-0.63, 0.03, 1.67], [1.20, -0.34, 1.34], [1.56, -0.84, -0.41], [0.15, -0.09, -1.05], [-0.15, 0.17, -2.21], [0.68, 0.00, -2.90], [1.71, 0.61, 1.60], [1.37, -1.24, 2.03]]
}

***

Of them, *A* has the lowest stability.

***

*A*
{
  "formula": "C2H2OS2",
  "method": "ωB97M-V with the def2-TZVPD basis set",
  "e_homo_ev": -9.51,
  "e_lumo_ha": -0.061,
  "smiles": "O=CC(=S)S",
  "orbital_gap_ha": 0.288,
  "symbols": ["O", "C", "C", "S", "S", "H", "H"],
  "xyz": [[2.11, -0.56, -0.03], [0.91, -0.77, -0.01], [-0.30, 0.12, -0.06], [-1.77, -0.65, -0.03], [-0.09, 1.74, -0.02], [0.56, -1.80, 0.10], [-1.42, 1.92, 0.05]]
}

***

*B*
{
  "formula": "C2H2OS2",
  "method": "ωB97M-V with the def2-TZVPD basis set",
  "e_homo_ev": -9.55,
  "e_lumo_ha": -0.054,
  "smiles": "O=CC(=S)S",
  "orbital_gap_ha": 0.297,
  "symbols": ["O", "C", "C", "S", "S", "H", "H"],
  "xyz": [[-1.99, 0.17, 1.08], [-1.26, -0.61, 0.46], [0.13, -0.14, -0.04], [0.51, -1.01, -1.40], [0.88, 1.27, 0.71], [-1.53, -1.88, 0.25], [1.93, 0.69, -0.26]]
}

***

Of them, *B* has the lowest stability.

***

*A*
{
  "formula": "C2H2OS2",
  "method": "ωB97M-V with the def2-TZVPD basis set",
  "e_homo_ev": [-9.07, -9.06],
  "e_lumo_ha": [-0.081, -0.082],
  "orbital_gap_ha": [0.253, 0.251],
  "symbols": ["C", "C", "O", "S", "S", "H", "H"],
  "xyz": [[0.87, 0.64, 0.01], [0.08, -0.52, -0.01], [-2.63, -0.24, 0.03], [0.54, 2.26, -0.01], [-1.49, -1.14, -0.02], [1.94, 0.42, 0.02], [0.68, -1.43, -0.03]]
}

***

*B*
{
  "formula": "C2H2OS2",
  "method": "ωB97M-V with the def2-TZVPD basis set",
  "e_homo_ev": [-9.76, -9.76],
  "e_lumo_ha": [-0.057, -0.056],
  "orbital_gap_ha": [0.302, 0.303],
  "symbols": ["C", "C", "O", "S", "S", "H", "H"],
  "xyz": [[-0.84, 0.32, 0.78], [0.07, 0.07, -0.13], [1.05, -1.96, -0.41], [-0.92, 2.08, 0.45], [0.58, 1.51, -0.91], [-1.41, -0.24, 1.48], [1.46, -1.78, -1.26]]
}

***

Of them, *B* has the lowest stability.